(a)
Entry from OMol25: C3H6N4 in the gas phase (the ωB97M-V functional and the def2-TZVPD basis).

Element x y z (Å)
C: 0.8984 -1.3548 0.6560
C: 0.3485 -0.0130 0.7693
C: -0.7680 1.7932 -0.0221
H: 1.6771 -1.4726 -0.2227
H: 1.6967 -1.5749 1.5189
H: 0.2537 -2.2033 0.6092
H: -1.3911 2.4498 -0.6696
H: 0.1334 -0.4354 -1.8854
H: -1.7223 -0.6248 -1.7012
N: 0.3877 0.8850 1.6943
N: -0.2619 2.0412 1.2326
N: -0.4663 0.4619 -0.3177
N: -0.7857 0.0477 -1.6616

Calculated values
Kohn-Sham gap = 0.3669 Eh
E_HOMO = -9.46 eV



(b)
Entry from OMol25: C3H6N4 in the gas phase (the ωB97M-V functional and the def2-TZVPD basis).

Element x y z (Å)
C: 0.3692 -0.0763 -0.3034
C: -0.4555 -0.9492 0.5288
C: 1.8582 0.0110 -0.1334
N: -2.4572 -0.9702 -0.1708
N: -2.4925 0.2149 -0.2217
N: -1.6215 1.0752 0.3037
N: -0.4120 0.4117 0.7299
H: 0.1069 0.0812 -1.4310
H: -0.1206 -1.6368 1.2451
H: 2.2261 -0.9897 -0.0086
H: 2.0166 0.4385 0.8102
H: 2.5524 0.4918 -1.0132
H: -1.5702 1.8978 -0.3356

Calculated values
Kohn-Sham gap = 0.3653 Eh
E_HOMO = -9.12 eV



(c)
Entry from OMol25: C3H6N4 in the gas phase (the ωB97M-V functional and the def2-TZVPD basis).

Element x y z (Å)
C: 0.3357 0.2120 -0.0333
C: -1.6802 -0.7263 -0.4044
C: -1.6920 0.3721 -1.1560
H: 2.9023 -0.6905 1.0795
H: 2.1492 0.0887 2.2833
H: -0.2640 -1.5045 1.0360
H: -2.3581 -1.5704 -0.3949
H: -2.3933 0.8243 -1.8743
H: -0.0758 1.8113 -1.2940
N: 1.9632 -0.4247 1.4210
N: 1.5281 0.5613 0.4281
N: -0.4742 -0.8473 0.2953
N: -0.4087 0.9812 -0.8978

Calculated values
Kohn-Sham gap = 0.3086 Eh
E_HOMO = -7.37 eV



Which structure wins on stability? (c) wins.



(a)
Entry from OMol25: a 10-piece molecular cluster, C28H82N14O10 overall (the ωB97M-V functional and the def2-TZVPD basis).

Element x y z (Å)
C: 7.6793 -5.5735 2.2258
C: 6.2221 -5.1093 2.2518
C: 5.6505 -4.8524 3.6573
O: 5.6985 -6.0364 4.4008
C: 5.0840 -5.9034 5.6917
N: 6.0419 -3.9485 1.3397
H: 7.7049 -6.5317 2.7503
H: 8.2801 -4.8949 2.8422
H: 8.0845 -5.6741 1.2244
H: 5.6796 -5.9288 1.7706
H: 4.6154 -4.5489 3.4565
H: 6.2184 -4.0040 4.0617
H: 4.8180 -6.9116 5.9952
H: 4.3259 -5.1217 5.6519
H: 5.8753 -5.5613 6.3714
H: 6.4849 -3.1565 1.8129
H: 5.0451 -3.7711 1.4952
C: 0.8030 4.1441 -2.6430
C: 0.7654 5.6581 -2.3519
C: 0.1262 6.3901 -3.5317
O: 0.9803 6.3474 -4.6668
C: 0.5785 7.1638 -5.7350
N: -0.0405 5.8421 -1.1738
H: -0.1250 3.8229 -3.1182
H: 0.9646 3.7055 -1.6582
H: 1.5935 3.8338 -3.3262
H: 1.7579 6.1064 -2.2660
H: -0.1970 7.4136 -3.3022
H: -0.8382 5.9156 -3.7749
H: -0.5057 7.3125 -5.7914
H: 0.8139 6.7065 -6.6964
H: 1.0225 8.1612 -5.7293
H: -0.9980 5.5121 -1.3463
H: -0.2209 6.8057 -0.9019
C: 0.5453 0.4406 -1.6955
C: 0.7805 0.0338 -0.2719
C: 2.2003 -0.2631 0.0763
O: 2.4069 -0.6477 1.4279
C: 3.7880 -0.6852 1.7170
N: 0.2226 1.0767 0.6209
H: 1.0204 1.4205 -1.8037
H: -0.4967 0.6102 -1.9664
H: 0.9484 -0.2789 -2.4087
H: 0.2180 -0.8601 0.0336
H: 2.8889 0.5698 -0.1382
H: 2.6096 -1.0297 -0.5958
H: 3.9658 -0.6909 2.7923
H: 4.4162 0.0202 1.1738
H: 4.2851 -1.6504 1.5406
H: -0.0625 0.6677 1.5120
H: -0.6569 1.5339 0.3939
C: -5.4603 -0.9630 -3.5418
C: -5.3251 -0.1290 -4.8035
C: -3.9536 -0.3183 -5.4339
O: -2.9676 0.0239 -4.4671
C: -1.7561 0.5964 -4.9469
N: -6.3461 -0.5413 -5.7615
H: -5.1412 -0.3953 -2.6597
H: -4.8610 -1.8732 -3.4621
H: -6.4738 -1.2585 -3.2545
H: -5.4238 0.9370 -4.5470
H: -3.8203 0.2926 -6.3291
H: -3.8874 -1.4022 -5.5738
H: -1.1632 0.7920 -4.0561
H: -2.0200 1.5686 -5.3747
H: -1.2487 -0.0566 -5.6569
H: -7.1797 -0.8362 -5.2785
H: -6.5253 0.2508 -6.3667
C: -2.9898 2.4317 -1.5761
C: -3.6958 3.5383 -0.8096
C: -4.1927 2.9959 0.5529
O: -4.8829 1.7930 0.4515
C: -6.1950 1.7893 -0.1185
N: -2.7334 4.6496 -0.6689
H: -2.1773 2.0343 -0.9596
H: -2.4967 2.8174 -2.4672
H: -3.6848 1.6291 -1.8196
H: -4.4858 3.9749 -1.4256
H: -4.7335 3.7445 1.1469
H: -3.2689 2.8330 1.1192
H: -6.9088 2.3438 0.4928
H: -6.4261 0.7293 -0.1724
H: -6.0675 2.2237 -1.1150
H: -3.2162 5.5331 -0.5470
H: -2.1263 4.5300 0.1380
C: -2.7399 -1.6282 -0.1738
C: -4.1145 -1.6887 0.4477
C: -4.9909 -2.6897 -0.3294
O: -6.2325 -2.7684 0.3192
C: -7.2484 -3.4223 -0.4070
N: -3.9619 -2.2024 1.8335
H: -2.1837 -2.5629 -0.0169
H: -2.0409 -1.0546 0.4512
H: -2.6403 -1.2890 -1.2032
H: -4.5502 -0.6886 0.4052
H: -4.4281 -3.6290 -0.3646
H: -5.1300 -2.2419 -1.3240
H: -7.9070 -3.9341 0.2971
H: -6.7906 -4.2165 -1.0059
H: -7.8572 -2.7584 -1.0246
H: -3.4364 -3.0660 1.7112
H: -4.8886 -2.4835 2.1400
C: 2.0240 3.5141 2.8433
O: 2.3271 4.3944 3.6650
N: 2.9134 2.6468 2.3174
N: 0.7752 3.4552 2.3293
H: 3.8678 2.6904 2.6230
H: 2.7022 1.9947 1.5839
H: 0.1118 4.0861 2.7336
H: 0.5869 2.7836 1.5850
C: 7.5044 -0.7056 3.0402
O: 6.3063 -0.9564 3.1113
N: 8.0018 0.1442 2.0903
N: 8.4676 -1.3702 3.7638
H: 8.9962 0.2110 2.0146
H: 7.3199 0.5380 1.4720
H: 9.4025 -1.0194 3.6545
H: 8.2462 -1.7527 4.6650
C: 1.1566 -4.3851 0.9800
O: 1.6742 -5.3872 0.4912
N: 0.1626 -3.6808 0.3883
N: 1.6510 -3.7314 2.0921
H: -0.1369 -2.8185 0.8124
H: -0.2061 -4.0311 -0.4752
H: 2.2754 -4.2099 2.7092
H: 1.1992 -2.8626 2.3324
C: -0.2620 -1.1801 3.7879
O: -0.4788 -1.9046 2.8068
N: 0.8492 -0.4177 3.8758
N: -1.1507 -1.0739 4.8198
H: 1.3872 -0.3995 3.0155
H: 0.9532 0.2927 4.5737
H: -1.8747 -1.7728 4.7786
H: -0.8457 -0.6272 5.6611

Calculated values
Kohn-Sham gap = 0.3476 Eh
E_HOMO = -9.05 eV



(b)
Entry from OMol25: a 10-piece molecular cluster, C28H82N14O10 overall (the ωB97M-V functional and the def2-TZVPD basis).

Element x y z (Å)
C: 42.8508 4.6356 7.5588
O: 42.6346 3.8481 6.6333
N: 42.2780 4.6635 8.7281
N: 43.6442 5.6526 7.5370
H: 42.5785 5.3628 9.3920
H: 41.4854 4.0512 8.8580
H: 43.5883 6.3857 8.2295
H: 44.2220 5.6888 6.7094
C: 38.3189 5.6219 20.2584
O: 39.4084 5.9191 19.8353
N: 37.7999 4.4244 20.1417
N: 37.4503 6.3890 20.8219
H: 36.9302 4.3210 20.6447
H: 38.3456 3.6262 19.8498
H: 36.7586 6.2340 21.5414
H: 37.7872 7.3405 20.7867
C: 42.3369 9.2802 14.1059
O: 42.5760 8.7714 13.0149
N: 41.6005 10.3176 14.2440
N: 42.7457 8.9143 15.2902
H: 41.5086 10.6701 15.1860
H: 41.0797 10.6607 13.4496
H: 42.3299 9.3715 16.0891
H: 43.1539 7.9915 15.3344
C: 36.0367 15.1983 8.8205
O: 36.4542 14.1565 9.2299
N: 34.9388 15.7134 9.2756
N: 36.6901 15.8409 7.9265
H: 34.4683 14.9910 9.8019
H: 34.5599 16.5623 8.8809
H: 37.4761 15.4305 7.4429
H: 36.3703 16.6734 7.4524
C: 40.0847 14.2815 20.5142
C: 40.5973 12.7955 20.3759
C: 40.7178 12.2722 21.8186
O: 39.4869 12.0345 22.4803
C: 39.5618 11.2418 23.6537
N: 39.5532 12.1769 19.5923
H: 39.0953 14.2206 20.9676
H: 40.0240 14.6504 19.4904
H: 40.6964 15.0114 21.0445
H: 41.4674 12.7303 19.7226
H: 41.3135 12.9502 22.4298
H: 41.4076 11.4282 21.8169
H: 38.6024 11.0752 24.1434
H: 40.1569 11.7660 24.4015
H: 40.0949 10.2931 23.5918
H: 39.4859 11.2309 19.9394
H: 38.6718 12.6661 19.6546
C: 35.4652 7.9433 14.6585
C: 34.9830 6.8660 13.6315
C: 34.3263 5.7445 14.5008
O: 34.1944 4.5592 13.8196
C: 33.5923 3.4489 14.4619
N: 33.9340 7.4907 12.8266
H: 35.7401 8.8947 14.2032
H: 36.3953 7.6162 15.1232
H: 34.7859 8.3066 15.4297
H: 35.8699 6.4322 13.1695
H: 33.3934 6.1443 14.8982
H: 35.0348 5.4906 15.2893
H: 33.2338 2.7093 13.7459
H: 32.7300 3.6633 15.0931
H: 34.2127 2.9529 15.2084
H: 34.4402 8.3182 12.5455
H: 33.8978 6.8834 12.0203
C: 42.5178 18.3401 13.3792
C: 43.1712 19.7215 13.4980
C: 42.2023 20.6569 14.2646
O: 42.9899 21.7619 14.4409
C: 42.3015 22.7639 15.1795
N: 44.5011 19.6300 14.1054
H: 42.9391 17.7503 12.5651
H: 41.4349 18.4471 13.3176
H: 42.7904 17.6750 14.1986
H: 43.2270 20.1195 12.4848
H: 41.7929 20.1284 15.1256
H: 41.3103 20.9747 13.7247
H: 41.7398 22.2303 15.9463
H: 41.6534 23.4130 14.5906
H: 42.8918 23.5225 15.6935
H: 44.8595 20.5580 14.2799
H: 44.4329 19.2178 15.0250
C: 48.5347 4.7260 13.5297
C: 48.7061 3.4207 12.6592
C: 49.6154 2.3300 13.1634
O: 50.9863 2.6484 13.0396
C: 51.6134 2.3479 11.8117
N: 47.3441 2.9517 12.3879
H: 48.1224 4.5872 14.5291
H: 47.9809 5.5818 13.1437
H: 49.4786 5.2459 13.6936
H: 49.2077 3.8809 11.8079
H: 49.4057 1.3643 12.7036
H: 49.5098 2.2691 14.2466
H: 51.2855 1.3985 11.3885
H: 52.6994 2.2736 11.8684
H: 51.4213 3.1370 11.0847
H: 46.8516 3.7302 11.9737
H: 46.8288 2.9290 13.2562
C: 43.1487 12.8464 0.1973
C: 42.2809 12.0923 1.2936
C: 41.5904 13.0963 2.2915
O: 41.2003 12.7717 3.6036
C: 42.0800 12.5643 4.7048
N: 41.3906 11.0447 0.6332
H: 42.5495 13.6355 -0.2570
H: 43.5578 12.3280 -0.6699
H: 44.0774 13.2474 0.6035
H: 43.0640 11.6548 1.9128
H: 40.6738 13.3445 1.7564
H: 42.1111 14.0534 2.2590
H: 42.6814 13.4119 5.0336
H: 42.7669 11.7807 4.3850
H: 41.5502 12.1957 5.5832
H: 40.5096 10.9130 1.1091
H: 41.0970 11.3228 -0.2923
C: 43.0348 0.9276 19.1324
C: 42.8915 0.2463 17.6900
C: 41.8148 -1.0232 17.7626
O: 40.5182 -0.4748 18.0166
C: 39.4501 -1.3470 17.8077
N: 42.3680 1.2724 16.8319
H: 43.6283 1.8378 19.0465
H: 43.6302 0.3131 19.8076
H: 42.0902 1.2103 19.5970
H: 43.9001 -0.1073 17.4761
H: 42.0566 -1.5909 18.6611
H: 41.9917 -1.7333 16.9549
H: 38.6618 -1.0634 18.5051
H: 39.4789 -2.4162 18.0176
H: 39.1541 -1.4448 16.7632
H: 41.6968 0.8310 16.2197
H: 41.7737 1.8955 17.3598

Calculated values
Kohn-Sham gap = 0.3378 Eh
E_HOMO = -8.97 eV



Which structure wins on stability? (a) wins.



(a)
Entry from OMol25: C4H6N4 as an isolated structure (the ωB97M-V functional and the def2-TZVPD basis).

Element x y z (Å)
C: 0.3453 0.6397 -0.9864
C: 0.8519 -1.1241 0.8927
C: -0.2697 -0.8633 1.7113
C: -1.5559 -0.5269 1.1302
H: -0.7817 2.4987 -0.3630
H: 0.2271 1.6001 0.6247
H: 0.5804 1.3519 -2.9134
H: 0.6591 -1.5949 -1.7741
H: 1.6053 -2.0630 1.0589
H: -0.3306 -1.3103 2.7135
N: 0.1338 1.9342 -0.3143
N: 0.2860 0.2596 -2.2937
N: 0.9263 -0.4830 -0.3645
N: -2.6774 -0.3185 0.8780

Calculated values
Kohn-Sham gap = 0.2734 Eh
E_HOMO = -8.88 eV



(b)
Entry from OMol25: C4H6N4 in the gas phase (the ωB97M-V functional and the def2-TZVPD basis).

Element x y z (Å)
C: 0.1916 -0.1212 1.8465
C: -1.8308 1.1654 -0.9059
C: 0.5729 -0.1208 -0.7017
C: 1.6536 -1.1822 -0.5005
H: -0.7514 0.0818 2.3566
H: 1.1263 0.1078 2.4578
H: 0.2828 -1.2642 2.0284
H: -2.7755 1.9246 -1.0717
H: -0.9734 1.1791 -1.7690
H: 1.2337 -0.6337 -2.1010
N: -0.0773 0.2503 0.5183
N: -1.4740 0.8013 0.3491
N: 0.3430 -0.1907 -1.9810
N: 2.4786 -1.9975 -0.5259

Calculated values
Kohn-Sham gap = 0.3559 Eh
E_HOMO = -9.61 eV



Which structure wins on stability? (b) wins.



(a)
Entry from OMol25: C4H6N4 as an isolated structure (the ωB97M-V functional and the def2-TZVPD basis).

Element x y z (Å)
C: -1.7281 -1.0652 0.1798
C: -1.0488 1.2469 0.1308
C: 0.6273 -0.4932 0.7706
C: -0.6617 -0.1222 0.0452
N: -2.5707 -1.8323 0.2608
N: -1.3188 2.3575 0.1660
N: 1.6728 0.4473 0.4205
N: -0.2226 -0.3276 -1.7858
H: 0.4014 -0.5440 1.8520
H: 0.9224 -1.4901 0.4346
H: 2.5854 0.0748 0.6530
H: 1.5541 1.3314 0.9050
H: -0.8953 0.2785 -2.2483
H: 0.6826 0.1382 -1.7842

Calculated values
Kohn-Sham gap = 0.3876 Eh
E_HOMO = -10.63 eV



(b)
Entry from OMol25: C4H6N4 in the gas phase (the ωB97M-V functional and the def2-TZVPD basis).

Element x y z (Å)
C: 1.2501 -0.2731 0.0245
C: 0.1758 -1.0499 -0.0708
C: -1.0629 -0.3502 -0.0126
C: -0.6844 0.9801 -0.1631
H: 3.0005 -0.4632 0.8614
H: 2.9443 -0.9634 -0.8165
H: 0.2820 -2.1499 -0.1143
H: -1.3871 1.9073 -0.0351
H: 1.2680 1.7781 0.2285
H: -3.2450 0.7901 0.3598
N: 2.6276 -0.3065 -0.0167
N: 0.6761 0.9782 -0.1512
N: -2.3707 -0.8070 -0.0854
N: -3.4745 -0.0705 -0.0085

Calculated values
Kohn-Sham gap = 0.3171 Eh
E_HOMO = -8.53 eV



Which structure wins on stability? (a) wins.